Arrangement P

ORCA calculation (ωB97M-V/def2-TZVPD) on one molecule with the formula C22H30N4O4.

The value obtained for the gap between HOMO and LUMO is 8.71 eV. The HOMO energy is -8.08 eV. As for the structure (SMILES): COc1cc(C(=O)NC[C@H](c2cccnc2)N2CCN(C)CC2)cc(OC)c1OC.

The geometry in XYZ format:
```
60
Properties=species:S:1:pos:R:3:lowdin_charge:R:1
O -0.37 -0.87 -4.33 -0.11
O 2.06 -1.82 0.05 0.06
O 1.24 3.33 -2.92 -0.06
O 0.04 1.96 -4.67 -0.05
N -0.39 0.39 2.37 -0.13
N -2.70 1.50 1.16 -0.23
N 1.88 0.16 1.12 0.07
N -0.31 -4.06 2.99 0.07
C -1.30 1.23 3.13 -0.17
C -0.26 1.33 -5.89 -0.07
C 0.29 -0.14 -3.37 -0.17
C 0.46 1.24 -3.59 -0.12
C 1.39 0.06 -1.23 -0.15
C 0.78 -0.71 -2.20 0.04
C -0.47 -2.26 -4.16 -0.07
C -1.82 0.62 0.43 -0.18
C -1.16 -0.36 1.40 -0.15
C 0.57 -0.38 3.17 -0.23
C 1.90 4.17 -2.00 -0.08
C -1.18 -3.18 5.02 -0.06
C -3.41 2.40 0.27 -0.10
C 1.81 -0.63 0.02 -0.46
C -0.98 -4.21 4.11 -0.16
C 1.11 2.01 -2.61 -0.19
C 0.06 -1.76 3.53 -0.17
C -0.66 -1.93 4.71 -0.02
C 1.95 -0.40 2.45 -0.10
C 0.20 -2.87 2.71 -0.10
C -1.96 2.22 2.17 -0.19
C 1.57 1.43 -1.43 0.02
H -2.73 3.06 -0.29 0.09
H 1.41 1.05 1.08 0.12
H -1.03 1.18 -0.12 0.12
H 2.09 2.02 -0.70 0.11
H 1.89 5.16 -2.46 0.10
H -4.09 3.02 0.86 0.08
H 0.70 0.17 4.11 0.14
H -1.95 -0.96 1.88 0.14
H 0.52 -2.73 -4.09 0.10
H -0.37 2.14 -6.61 0.09
H 2.93 3.86 -1.83 0.10
H -1.74 -3.34 5.93 0.10
H -0.50 -1.03 0.84 0.11
H 2.33 -1.42 2.35 0.11
H -1.19 0.76 -5.83 0.09
H -1.17 2.86 1.72 0.12
H -1.38 -5.20 4.30 0.10
H 0.74 -2.82 1.77 0.10
H -2.08 0.64 3.63 0.13
H -3.99 1.82 -0.44 0.08
H 0.54 0.66 -6.21 0.10
H -0.73 1.78 3.88 0.12
H -2.65 2.86 2.73 0.12
H -0.79 -1.10 5.39 0.11
H 1.37 4.22 -1.05 0.09
H -2.40 0.06 -0.31 0.13
H 0.67 -1.76 -2.00 0.11
H -1.06 -2.52 -3.28 0.10
H 2.67 0.19 3.03 0.12
H -0.97 -2.63 -5.06 0.10
```

Arrangement Q

ORCA calculation (ωB97M-V/def2-TZVPD) on one molecule with the formula C22H30N4O4.

The value obtained for the gap between HOMO and LUMO is 9.09 eV. The HOMO energy is -8.53 eV. As for the structure (SMILES): CCCCCC(=O)N1C[C@@]2(CC(c3cccc(NC(=O)CC)c3)=NO2)C[C@H]1C(N)=O.

The geometry in XYZ format:
```
60
Properties=species:S:1:pos:R:3:lowdin_charge:R:1
O 0.11 0.50 1.37 -0.05
O 2.36 -3.53 2.38 0.04
O -0.12 5.43 -1.52 0.09
O -1.55 -3.27 4.34 0.05
N 0.51 -4.19 4.31 0.19
N 0.49 -2.41 1.88 0.01
N -0.47 1.56 0.77 0.14
N -2.38 5.68 -1.64 0.12
C 1.59 -3.10 1.53 -0.42
C 1.82 -3.31 0.04 -0.11
C 5.80 -4.82 -1.55 -0.11
C -2.05 3.56 -0.48 0.06
C -1.30 7.20 -4.07 -0.09
C -2.88 4.52 -1.05 -0.21
C -0.87 -0.51 1.72 -0.38
C -1.74 1.42 0.70 -0.22
C -0.49 -1.81 1.01 -0.05
C -0.38 -3.23 4.03 -0.49
C -2.21 0.11 1.30 -0.02
C -1.09 6.07 -1.85 -0.48
C -0.73 -0.86 3.21 -0.02
C -4.81 3.21 -0.46 -0.08
C -0.99 7.39 -2.59 -0.16
C 3.03 -4.20 -0.21 -0.21
C -4.26 4.34 -1.03 -0.03
C 3.29 -4.37 -1.71 -0.23
C -2.61 2.41 0.10 -0.16
C 0.24 -2.04 3.27 -0.15
C 4.44 -5.34 -2.00 -0.27
C -3.99 2.24 0.11 -0.04
H -1.69 -1.18 3.61 0.12
H 4.47 -5.52 -3.08 0.10
H 2.85 -5.18 0.24 0.12
H 0.20 -5.04 4.74 0.12
H 6.00 -3.85 -1.99 0.07
H -4.44 1.37 0.56 0.10
H -0.61 6.48 -4.51 0.08
H -2.73 -0.50 0.56 0.13
H -5.88 3.08 -0.45 0.11
H -2.87 0.28 2.15 0.13
H 1.20 -1.79 3.73 0.16
H -3.10 6.31 -1.98 0.14
H 2.38 -4.74 -2.19 0.11
H 1.98 -2.33 -0.42 0.13
H 0.03 7.76 -2.47 0.12
H 3.89 -3.76 0.28 0.11
H -0.09 -1.61 0.02 0.13
H 6.58 -5.51 -1.85 0.07
H 4.23 -6.30 -1.52 0.11
H -0.98 3.68 -0.48 0.10
H -1.37 -2.46 0.92 0.15
H -1.68 8.12 -2.14 0.11
H 1.44 -4.14 3.88 0.08
H 0.92 -3.75 -0.39 0.13
H -0.37 0.00 3.77 0.14
H 3.52 -3.40 -2.15 0.11
H -1.20 8.15 -4.60 0.07
H -4.91 5.09 -1.47 0.11
H 5.83 -4.72 -0.47 0.06
H -2.32 6.84 -4.22 0.07
```

In order of decreasing stability: arrangement Q, arrangement P.

Arrangement P

ORCA calculation (ωB97M-V/def2-TZVPD) on a 11-piece molecular cluster, C6H34NO11 overall.

The value obtained for the gap between HOMO and LUMO is 8.98 eV. The HOMO energy is -6.29 eV. As for the total charge: -1.

The geometry in XYZ format:
```
52
Properties=species:S:1:pos:R:3:lowdin_charge:R:1
O -0.91 3.01 -2.70 -0.14
O 3.18 -1.08 3.32 -0.01
O 1.39 -2.41 1.06 -0.11
O 1.83 2.49 0.56 -0.18
O 1.15 0.67 -1.27 -0.38
O 3.67 0.49 -1.83 -0.11
O 1.96 3.10 -2.22 -0.02
O 0.55 -3.05 3.35 0.00
O 2.59 -0.05 0.65 -0.09
O -4.66 0.72 0.01 -0.05
O 1.06 0.48 2.83 -0.08
N -2.32 -0.71 -1.57 -0.04
C -2.82 -2.09 -1.73 -0.14
C -0.82 -0.85 -0.96 -0.15
C -0.94 -0.04 0.42 -0.35
C -1.79 1.20 0.43 -0.05
C 0.22 -0.12 -1.98 -0.24
C -1.55 -1.02 1.42 -0.06
H 2.75 0.31 1.48 0.01
H -2.28 -0.16 -2.37 0.06
H -0.38 -1.83 -0.92 0.10
H 0.36 -2.51 0.77 0.11
H -1.92 1.75 -0.52 0.09
H 2.61 0.50 -1.88 0.04
H 0.65 -2.20 3.52 -0.06
H -2.77 0.98 0.60 0.01
H -3.06 -2.51 -2.74 0.08
H 2.11 0.27 -0.15 -0.02
H -1.01 -1.92 1.53 0.01
H 2.73 2.88 -2.53 -0.05
H -4.03 1.32 -0.30 -0.02
H 1.30 2.37 -2.10 0.02
H -2.42 -2.87 -1.05 0.10
H 0.57 -0.91 -2.72 0.13
H -3.87 -1.94 -1.72 0.04
H -1.23 -0.65 2.44 0.11
H 0.05 0.16 0.85 0.06
H 3.63 0.28 -0.95 -0.07
H -1.03 2.03 -2.31 0.06
H 2.64 -1.59 2.81 -0.07
H 0.97 0.30 1.82 0.04
H 1.73 -1.54 0.82 -0.02
H -1.35 1.89 1.02 0.06
H -4.32 -0.08 -0.39 0.01
H 1.47 1.61 0.11 0.02
H -0.15 3.48 -2.25 0.04
H 2.33 2.90 -0.29 0.09
H 1.18 -3.40 2.78 -0.01
H -0.10 0.60 -2.70 0.07
H 2.66 -0.32 3.55 0.01
H 0.96 1.42 2.94 0.05
H -2.54 -1.33 1.06 0.09
```

Arrangement Q

ORCA calculation (ωB97M-V/def2-TZVPD) on a 11-piece molecular cluster, C6H34NO11 overall.

The value obtained for the gap between HOMO and LUMO is 8.48 eV. The HOMO energy is -6.10 eV. As for the total charge: -1.

The geometry in XYZ format:
```
52
Properties=species:S:1:pos:R:3:lowdin_charge:R:1
O -1.61 3.30 -1.07 -0.18
O -2.67 -4.09 2.16 -0.05
O 2.27 3.19 1.81 -0.07
O 3.91 0.84 -0.82 -0.06
O -4.20 0.80 0.55 -0.10
O 2.47 1.97 -3.18 -0.07
O -2.20 2.53 1.17 -0.33
O 0.00 1.54 2.07 -0.16
O 0.40 4.02 -2.58 -0.09
O 0.09 -4.45 1.51 -0.10
O 3.17 -2.42 -0.62 -0.05
N 0.30 -2.18 -0.31 -0.08
C -0.56 0.33 2.52 -0.24
C -0.21 -0.91 1.65 -0.13
C -0.70 -2.20 -2.64 -0.10
C -0.41 -0.93 0.13 -0.33
C -0.24 -3.01 -1.41 -0.26
C 0.23 0.26 -0.64 -0.02
H -1.45 -1.07 -0.13 0.13
H -0.07 0.16 3.48 0.11
H 0.75 -1.32 1.94 0.11
H 0.63 -3.57 -1.75 0.10
H 0.17 4.29 -1.68 0.03
H 0.29 -3.54 1.21 -0.01
H 1.24 -1.96 -0.64 0.05
H 3.03 -2.17 -1.53 0.05
H -0.40 0.39 -1.52 0.07
H -3.89 -0.12 0.58 0.00
H -0.97 -1.67 1.89 0.08
H 3.20 1.02 -1.46 -0.02
H -1.65 0.38 2.43 0.11
H 3.53 -3.31 -0.63 0.05
H 1.55 2.57 1.65 0.00
H -3.34 1.25 0.38 0.00
H 1.31 0.25 -0.72 0.06
H -0.04 -1.37 -2.88 0.06
H -2.03 2.99 -0.13 -0.03
H 3.44 0.85 0.02 0.02
H -2.75 2.89 1.87 0.00
H -0.22 3.28 -2.62 0.02
H -1.68 -1.75 -2.42 0.07
H -1.97 4.19 -1.17 0.02
H 1.59 2.30 -2.92 0.01
H -0.87 -4.36 1.61 -0.02
H -3.51 -3.99 1.69 0.05
H -2.33 -3.20 2.30 0.03
H -1.02 -3.72 -1.12 0.10
H -0.75 2.02 1.58 0.03
H 3.03 2.41 -2.54 0.03
H 3.14 2.82 1.97 0.01
H -0.05 1.15 -0.09 0.06
H -0.86 -2.88 -3.48 0.06
```

In order of decreasing stability: arrangement Q, arrangement P.

Arrangement P

ORCA calculation (ωB97M-V/def2-TZVPD) on a 2-piece molecular cluster, C6H15NO overall.

The value obtained for the gap between HOMO and LUMO (alpha / beta) is 2.37 / 9.53 eV. Its spin multiplicity is 2. The HOMO energy (alpha / beta) is 1.15 / -6.15 eV. As for the total charge: -1.

The geometry in XYZ format:
```
23
Properties=species:S:1:pos:R:3:lowdin_charge:R:1
O -1.54 2.77 -0.78 0.00
N 0.12 3.89 0.24 0.10
C 1.97 1.79 -0.31 -0.34
C -0.35 2.87 -0.54 -0.64
C 0.74 2.03 -1.24 -0.22
C -0.68 -2.36 0.33 -0.34
C -0.76 -3.55 -0.61 -0.17
C -1.24 -2.39 1.75 -0.17
H -1.72 -3.68 -1.11 0.06
H -1.21 -3.39 2.18 0.06
H -0.65 -1.72 2.38 0.04
H 1.81 1.21 0.60 0.02
H 0.34 1.12 -1.68 0.09
H 2.44 2.74 -0.07 -0.01
H 0.02 -3.54 -1.37 0.05
H -0.55 4.50 0.68 0.07
H 1.03 4.05 0.63 0.00
H -1.11 -1.49 -0.18 0.09
H 1.13 2.61 -2.08 0.08
H -2.29 -2.09 1.81 0.06
H 2.69 1.27 -0.95 0.02
H 0.38 -2.13 0.47 0.08
H -0.57 -4.52 -0.13 0.06
```

Arrangement Q

ORCA calculation (ωB97M-V/def2-TZVPD) on a 2-piece molecular cluster, C6H15NO overall.

The value obtained for the gap between HOMO and LUMO (alpha / beta) is 2.71 / 8.24 eV. Its spin multiplicity is 2. The HOMO energy (alpha / beta) is 1.21 / -4.36 eV. As for the total charge: -1.

The geometry in XYZ format:
```
23
Properties=species:S:1:pos:R:3:lowdin_charge:R:1
O -1.57 -0.15 2.56 -0.10
N 1.38 -0.03 1.20 0.02
C -0.18 1.58 -0.66 -0.25
C -1.31 -0.56 -1.42 -0.12
C 1.01 1.91 -1.58 -0.19
C 0.42 -0.65 0.32 -0.44
C 0.18 -2.06 0.86 -0.21
C -0.33 0.07 -0.51 -0.33
H -2.30 -0.09 -1.23 0.07
H 0.07 -1.96 1.93 0.04
H 0.05 1.92 0.36 0.08
H -0.71 -2.51 0.43 0.05
H 1.95 1.68 -1.06 0.03
H 1.76 0.89 0.94 0.02
H -0.67 0.22 2.45 0.01
H -1.15 1.99 -0.89 0.10
H -1.41 -1.64 -1.29 0.05
H 1.13 1.14 -2.36 0.06
H -1.39 -1.10 2.55 0.00
H 2.19 -0.65 1.24 -0.01
H -1.10 -0.28 -2.46 0.07
H 0.92 2.92 -1.95 0.05
H 1.05 -2.64 0.58 0.01
```

In order of decreasing stability: arrangement P, arrangement Q.